# C4H12ClO4Y

A molecular structure, C4H12ClO4Y in a non-equilibrium geometry (ωB97M-V/def2-TZVPD, the OMol25 dataset).

Structure (XYZ):
```
22
Properties=species:S:1:pos:R:3:lowdin_charge:R:1
Y -2.923 -1.015 2.396 1.986
Cl -0.604 -0.568 0.847 0.021
C 3.001 0.694 1.657 -0.270
C 4.173 1.415 2.314 -0.201
O 3.883 2.081 3.556 -0.033
O 2.084 1.586 1.147 -0.043
H 2.624 -0.064 2.344 0.114
H 3.338 0.047 0.847 0.126
H 4.614 2.226 1.734 0.133
H 4.955 0.722 2.623 0.131
H 3.530 2.892 3.182 0.084
H 1.206 1.213 1.043 -0.005
C -3.570 -1.678 -2.715 -0.182
C -3.185 -0.299 -2.058 -0.196
O -1.844 0.114 -2.433 -0.061
O -2.647 -2.675 -2.197 -0.101
H -3.403 -1.727 -3.791 0.134
H -4.589 -1.969 -2.458 0.112
H -3.022 -0.373 -0.983 0.036
H -3.856 0.450 -2.480 0.126
H -1.351 0.130 -1.610 0.002
H -2.412 -3.201 -2.965 0.089
```

Results
Orbital gap   2.08 eV
E   -958.2033 Eh
LUMO   -12.494 eV
Energy relative to the best compared isomer or geometry (same formula, charge and spin)   685.4 kJ/mol
HOMO energy   -14.57 eV
Total charge   +2